No. 1
{
  "formula": "C2H7N2OP",
  "method": "wB97M-V/def2-TZVPD",
  "smiles": "C=N[P@@](C)(N)=O",
  "lumo_energy_ev": 0.85,
  "orbital_gap_ev": 9.55,
  "e_homo_ha": -0.320,
  "relative_energy_ev": 1.457,
  "spin_multiplicity": 1,
  "max_force_ev_per_a": 5.58,
  "species": ["C", "N", "P", "C", "N", "O", "H", "H", "H", "H", "H", "H", "H"],
  "coordinates": [[-0.29101, -1.46644, 1.98346], [-0.37565, -0.35666, 1.45670], [0.29844, -0.16762, -0.55601], [-1.05208, 0.82739, -1.45213], [1.40994, 1.02652, -0.33557], [0.73227, -1.41518, -1.07978], [-0.40481, -1.56777, 3.08099], [0.19731, -2.42175, 1.58065], [-1.97401, 0.82687, -0.86583], [-0.67281, 1.85304, -1.54447], [-1.25516, 0.46385, -2.45064], [1.00183, 1.72722, 0.35826], [2.38572, 0.67054, -0.17561]],
  "forces_ev_per_angstrom": [[2.0, -2.7, 1.0], [0.2, 2.2, -3.8], [-3.4, 2.9, 3.4], [0.7, -0.3, 1.2], [0.7, 0.6, 1.1], [1.1, -2.9, -1.4], [-0.6, 0.2, -0.3], [-0.9, 1.1, -0.3], [0.1, 0.0, -0.1], [-0.1, -0.3, 0.1], [0.1, -0.4, -0.1], [1.4, -1.2, -1.1], [-1.5, 0.8, 0.2]]
}

=====

No. 2
{
  "formula": "CdN7O21",
  "method": "wB97M-V/def2-TZVPD",
  "lumo_energy_ev": 11.64,
  "orbital_gap_ev": 6.62,
  "total_charge": -5,
  "e_homo_ha": 0.185,
  "relative_energy_ev": 0.896,
  "spin_multiplicity": 1,
  "max_force_ev_per_a": 4.14,
  "species": ["Cd", "N", "O", "O", "O", "N", "O", "O", "O", "N", "O", "O", "O", "N", "O", "O", "O", "N", "O", "O", "O", "N", "O", "O", "O", "N", "O", "O", "O"],
  "coordinates": [[-0.06929, 0.16557, 0.05425], [2.44159, -2.00195, -1.41534], [1.66909, -1.12007, -0.95134], [3.62962, -2.04521, -1.01519], [2.00246, -2.89608, -2.13987], [-1.95003, -1.30707, -3.03925], [-1.81460, -2.54025, -2.98630], [-1.81759, -0.70963, -4.13424], [-2.10120, -0.60731, -2.00122], [1.12481, 1.94910, -2.62346], [0.40754, 1.29088, -1.87817], [0.52329, 2.62560, -3.52351], [2.33896, 2.08785, -2.46765], [-2.75918, 1.45557, 1.55699], [-2.27022, 2.17961, 2.45095], [-1.94125, 0.98988, 0.71949], [-3.98703, 1.26988, 1.53302], [1.51617, 3.21312, 1.43483], [0.85275, 4.02254, 2.11560], [1.02228, 2.29501, 0.76031], [2.76228, 3.42068, 1.34185], [0.79104, -0.37462, 3.54739], [0.40026, 0.15020, 4.62949], [1.62308, -1.30078, 3.65485], [0.51474, -0.00244, 2.43232], [-1.26779, -3.06006, 0.50300], [-0.60584, -3.82918, -0.22521], [-2.07224, -3.49046, 1.32108], [-0.96372, -1.83039, 0.34533]],
  "forces_ev_per_angstrom": [[0.9, -0.3, -0.3], [-0.8, -0.3, 1.7], [0.8, -0.2, -0.6], [0.4, 0.3, -0.3], [0.1, 0.1, -0.8], [1.2, 1.0, 0.7], [-0.7, -0.2, 0.0], [-0.5, -0.1, -0.7], [-0.4, -0.8, -0.6], [-0.8, 2.3, -0.7], [-0.4, -0.9, 0.6], [0.7, -0.3, -0.1], [0.3, -0.6, -0.1], [2.0, 1.5, 1.5], [-0.7, -0.2, -0.1], [-2.2, -0.2, -0.4], [-0.1, -0.6, -0.9], [1.2, 0.7, -0.8], [-0.6, -0.5, 0.0], [-0.3, 0.4, 0.6], [0.0, -0.2, 0.3], [2.1, -1.0, 1.8], [-0.8, 0.4, -0.8], [0.4, -0.9, 0.3], [-1.5, 1.3, -0.9], [3.4, 0.7, -2.3], [-0.8, -0.7, 0.6], [-1.0, 0.4, 0.7], [-1.8, -1.0, 1.6]]
}

=====

No. 3
{
  "formula": "C42H59BrN15O6P",
  "method": "wB97M-V/def2-TZVPD",
  "lumo_energy_ev": -0.18,
  "orbital_gap_ev": 7.36,
  "e_homo_ha": -0.277,
  "spin_multiplicity": 1,
  "max_force_ev_per_a": 6.00,
  "species": ["C", "C", "C", "C", "C", "C", "C", "C", "C", "C", "C", "O", "Br", "O", "C", "O", "C", "C", "N", "P", "O", "O", "O", "H", "H", "H", "H", "H", "H", "H", "H", "H", "H", "H", "H", "H", "H", "H", "H", "H", "C", "C", "N", "H", "H", "H", "C", "C", "N", "H", "H", "H", "C", "C", "N", "H", "H", "H", "C", "C", "N", "H", "H", "H", "C", "C", "N", "H", "H", "H", "C", "C", "N", "H", "H", "H", "C", "C", "N", "H", "H", "H", "C", "C", "N", "H", "H", "H", "C", "C", "N", "H", "H", "H", "C", "C", "N", "H", "H", "H", "C", "C", "N", "H", "H", "H", "C", "C", "N", "H", "H", "H", "C", "C", "N", "H", "H", "H", "C", "C", "N", "H", "H", "H"],
  "coordinates": [[4.96665, -2.08444, 3.45606], [4.51520, -3.13258, 2.33764], [5.65051, -3.60207, 1.35080], [5.41696, -4.59374, 0.17531], [3.95651, -5.13136, 0.00787], [2.82305, -4.65544, 0.98927], [3.04510, -3.68516, 2.17386], [1.95124, -3.17368, 3.20859], [0.54052, -2.73465, 2.56706], [-0.25322, -1.93304, 3.72550], [-1.63707, -1.26732, 3.28909], [-2.64022, -1.53215, 4.01738], [-1.97218, -0.04002, 1.78066], [0.63108, -2.04810, 1.29467], [1.48928, -0.90550, 1.32864], [1.33184, 0.13936, 1.99923], [2.78623, -0.94035, 0.34307], [3.99057, -0.08002, 0.95283], [5.27475, -0.29192, 0.67874], [-0.44072, -4.33890, 2.25683], [0.30748, -5.60958, 2.73974], [-0.72492, -4.59046, 0.56692], [-1.96835, -4.38766, 2.99441], [5.85372, -1.49471, 2.99998], [4.15595, -1.27963, 3.64591], [5.34856, -2.55524, 4.42566], [6.71837, -3.18049, 1.44859], [6.22378, -4.92420, -0.56422], [3.78087, -5.86613, -0.84733], [1.78973, -5.07627, 0.77341], [2.32896, -2.24764, 3.79508], [1.85316, -3.99763, 4.01627], [-0.42417, -2.64403, 4.62033], [0.48666, -1.13264, 4.11823], [3.07089, -2.00054, 0.03104], [2.43822, -0.39281, -0.61439], [3.79032, 0.79750, 1.67746], [5.81749, 0.43802, 1.19234], [-0.00249, -4.17874, 0.03970], [-2.63326, -4.01219, 2.35933], [1.14368, 0.96152, 6.91219], [1.37514, -0.47670, 6.75715], [1.55262, -1.60820, 6.63569], [2.07429, 1.52741, 6.83508], [0.46566, 1.34414, 6.14502], [0.70005, 1.19464, 7.88336], [0.49140, 3.92135, 0.83871], [1.84361, 3.36823, 0.75415], [2.90328, 2.92631, 0.68773], [0.50107, 5.01418, 0.85829], [-0.12009, 3.61958, -0.01311], [-0.02412, 3.58603, 1.74192], [-3.04582, 5.26488, -1.31278], [-2.74909, 4.03581, -0.57084], [-2.51839, 3.06893, 0.01282], [-2.62068, 6.14487, -0.82354], [-2.63963, 5.23156, -2.32673], [-4.12281, 5.43186, -1.39991], [-6.56193, 4.05761, 0.41625], [-7.06652, 4.93657, -0.64305], [-7.46314, 5.62781, -1.47499], [-7.21375, 3.19405, 0.56875], [-5.56615, 3.67369, 0.18014], [-6.48860, 4.57944, 1.37143], [5.07024, -1.26264, 8.42379], [4.55330, -0.38632, 7.36994], [4.14710, 0.30047, 6.54066], [4.42303, -2.12961, 8.57788], [6.06625, -1.63980, 8.17979], [5.14615, -0.73950, 9.38002], [-8.74933, 4.98268, 3.81114], [-7.39462, 4.43000, 3.72516], [-6.33009, 3.99563, 3.65766], [-8.73695, 6.07502, 3.83210], [-9.36123, 4.68104, 2.95742], [-9.26369, 4.64625, 4.71438], [-4.56643, 6.76145, -4.65037], [-3.20974, 6.21377, -4.73452], [-2.14299, 5.78218, -4.79963], [-4.55808, 7.85399, -4.63085], [-5.17603, 6.45623, -5.50396], [-5.08096, 6.42404, -3.74702], [-0.97603, 1.28261, -2.13802], [0.37542, 0.72297, -2.22032], [1.43758, 0.28332, -2.28493], [-0.95844, 2.37462, -2.12685], [-1.59043, 0.97623, -2.98845], [-1.49122, 0.95746, -1.23120], [-2.56229, 1.88538, -6.00457], [-3.58394, 2.56877, -5.20662], [-4.38599, 3.10554, -4.57914], [-2.46833, 0.83389, -5.72201], [-2.79898, 1.91524, -7.07078], [-1.57924, 2.34537, -5.87705], [2.38377, -8.50604, -3.26217], [3.40344, -8.56235, -2.21153], [4.20054, -8.60664, -1.38194], [1.84909, -7.55235, -3.25307], [2.82229, -8.62214, -4.25617], [1.63870, -9.29637, -3.14276], [0.69874, 8.14974, -3.81535], [0.55190, 7.51445, -2.50196], [0.43802, 7.01617, -1.46995], [1.54004, 8.84678, -3.83267], [0.87232, 7.41211, -4.60233], [-0.19499, 8.71375, -4.09219], [-1.35900, -3.91868, -3.22017], [-0.00095, -4.46035, -3.32609], [1.06604, -4.88608, -3.40926], [-1.35500, -2.82571, -3.19646], [-1.97864, -4.22157, -4.06322], [-1.85925, -4.26098, -2.31121], [5.86368, -0.42178, -3.23839], [6.06362, -1.86630, -3.38641], [6.22144, -3.00091, -3.50263], [6.80613, 0.12519, -3.31949], [5.19332, -0.02727, -4.00589], [5.42754, -0.17265, -2.26727], [-5.01892, -3.92691, -6.40963], [-4.46912, -4.41792, -5.14295], [-4.03716, -4.80373, -4.14747], [-4.28202, -3.97964, -7.21470], [-5.88630, -4.51189, -6.72443], [-5.34055, -2.88568, -6.33117]],
  "forces_ev_per_angstrom": [[0.2, 0.5, -1.2], [-0.1, -2.1, -2.2], [-2.6, -1.3, -0.9], [-3.8, 1.1, 2.8], [1.3, 2.7, 2.7], [2.7, 0.7, -0.2], [3.6, -0.3, -2.3], [0.8, -0.2, 0.0], [-0.7, -0.4, 1.5], [1.0, 0.6, -0.4], [-3.5, -2.0, 4.1], [4.2, 1.4, -3.4], [0.5, -0.7, 0.7], [1.3, 1.2, 1.1], [2.0, 3.0, 0.3], [-0.4, -4.3, -1.7], [-0.5, 0.3, -0.1], [2.2, 0.1, 0.3], [-3.4, 0.7, 0.5], [0.6, -6.0, -0.2], [-1.9, 4.1, -0.8], [0.3, 1.7, 2.3], [1.7, 1.3, -2.7], [-1.4, -1.0, 0.8], [1.3, -1.5, -0.1], [-0.9, 0.5, -1.3], [-2.0, -0.6, 0.0], [-1.3, 0.7, 1.4], [-0.1, 1.2, 1.5], [1.6, 0.5, 0.6], [-0.4, -1.5, -1.2], [-0.4, 1.3, -1.4], [-0.1, 1.2, -1.6], [-1.4, -1.0, -0.8], [-0.2, 1.5, 0.7], [0.6, -0.8, 1.6], [-0.5, -1.6, -1.3], [-0.5, -0.7, -0.5], [-0.5, -0.2, 0.5], [0.6, -0.3, 0.9], [-0.1, 0.4, 0.1], [-0.1, -0.1, 0.0], [-0.2, 0.5, 0.0], [0.0, -0.3, -0.1], [0.0, -0.3, 0.0], [0.0, -0.3, -0.1], [-0.2, 0.2, 0.1], [0.0, 0.0, 0.0], [-0.3, 0.2, 0.0], [0.2, -0.1, -0.1], [0.3, -0.1, 0.1], [0.2, -0.2, -0.1], [-0.1, 0.3, -0.1], [-0.1, 0.0, 0.1], [-0.3, 0.5, -0.3], [0.1, -0.2, 0.1], [0.1, -0.2, 0.2], [0.0, -0.2, 0.1], [0.1, -0.1, 0.1], [0.0, 0.0, -0.1], [0.3, -0.2, 0.3], [0.0, 0.2, -0.2], [-0.1, 0.1, -0.1], [0.0, 0.1, -0.3], [0.1, -0.2, 0.2], [0.1, 0.1, -0.1], [0.4, -0.2, 0.4], [-0.1, 0.2, -0.2], [-0.1, 0.2, -0.2], [-0.1, 0.1, -0.2], [-0.3, 0.1, 0.0], [0.1, -0.1, 0.2], [-0.5, 0.2, 0.1], [0.2, -0.1, 0.0], [0.2, -0.1, 0.0], [0.2, -0.1, -0.1], [-0.3, 0.1, 0.0], [0.1, 0.0, -0.1], [-0.5, 0.3, 0.1], [0.2, -0.1, 0.0], [0.2, -0.1, 0.1], [0.2, -0.1, -0.1], [-0.2, 0.0, 0.0], [0.1, 0.0, 0.0], [-0.6, 0.3, -0.2], [0.2, -0.2, 0.0], [0.2, -0.1, 0.0], [0.2, 0.0, 0.0], [0.2, -0.1, -0.2], [-0.1, 0.0, 0.1], [0.3, -0.2, -0.2], [-0.2, 0.1, 0.1], [-0.1, 0.1, 0.2], [-0.2, 0.1, 0.1], [-0.3, 0.0, -0.2], [0.0, 0.0, 0.1], [-0.3, 0.0, -0.4], [0.2, 0.0, 0.2], [0.2, 0.0, 0.2], [0.2, 0.0, 0.2], [0.1, 0.1, -0.3], [0.0, -0.1, 0.1], [0.0, 0.2, -0.5], [-0.1, -0.1, 0.2], [-0.1, -0.1, 0.3], [0.0, -0.1, 0.2], [0.0, 0.2, 0.0], [0.1, 0.0, 0.1], [-0.5, 0.1, 0.0], [0.3, -0.1, 0.0], [0.4, -0.1, 0.2], [0.2, -0.1, -0.1], [-0.1, 0.3, 0.1], [0.0, -0.1, 0.0], [0.0, 0.5, 0.0], [0.0, -0.3, 0.0], [0.0, -0.3, 0.0], [0.1, -0.3, 0.0], [-0.1, 0.1, -0.3], [0.0, -0.1, 0.1], [-0.6, 0.1, -0.6], [0.1, -0.1, 0.2], [0.1, -0.1, 0.2], [0.1, -0.1, 0.2]]
}

=====

Question: Number 3 is which compound?
Answer: C42H59BrN15O6P